Entry 1:
216
Properties=species:S:1:pos:R:3:forces:R:3 method="wB97M-V/def2-TZVPD" charge=-1
O -0.439 -3.149 -1.110 5.945 5.757 -11.689
C 0.131 -2.151 -0.680 11.201 4.164 7.256
O -0.377 -0.988 -0.490 2.764 3.505 3.176
B 0.656 -0.106 0.142 -0.018 -1.901 -0.492
O 1.891 -0.944 0.191 -2.406 2.308 0.404
C 1.591 -2.137 -0.191 -4.387 -2.566 -3.483
O 2.389 -3.074 -0.108 1.875 1.101 -1.751
O 0.138 0.394 1.416 2.179 -0.587 -0.896
C 0.037 1.672 1.403 0.634 0.824 -3.061
O -0.533 2.331 2.268 2.549 -10.142 2.190
C 0.528 2.168 -0.002 -2.669 -4.314 4.621
O 0.816 1.070 -0.703 -0.179 2.662 3.243
O 0.556 3.365 -0.387 1.812 -15.779 5.033
Br 0.869 3.047 -3.888 -5.699 -0.784 0.695
C -0.950 3.015 -2.941 0.592 -2.378 0.471
C -1.192 1.529 -2.405 -1.305 3.233 -1.258
Br -2.811 1.396 -1.272 0.771 1.229 -2.653
H -1.632 3.380 -3.708 0.101 -0.656 0.509
H -0.901 3.702 -2.096 0.402 -0.964 -1.057
H -0.366 1.191 -1.779 -1.762 0.807 -0.678
H -1.302 0.889 -3.280 -1.229 0.672 0.635
Br -4.133 -0.388 2.620 1.268 1.037 -4.611
C -3.008 0.366 1.150 -0.954 -1.880 1.754
C -2.430 -0.888 0.509 -2.457 1.030 -0.367
Br -3.935 -1.985 -0.189 0.301 0.503 0.900
H -2.184 0.955 1.553 -0.596 -0.186 0.236
H -3.706 1.026 0.636 0.173 -0.747 0.398
H -1.854 -1.518 1.187 -0.648 -0.033 -0.046
H -1.784 -0.595 -0.318 -2.298 -0.451 0.626
C 3.328 5.639 3.616 -0.095 -0.434 1.268
O 2.825 6.006 2.315 -0.821 1.327 -0.286
P 1.308 6.558 2.090 -0.918 -0.535 2.573
O 0.829 6.892 0.722 1.920 1.697 2.006
O 0.431 5.348 2.659 1.259 1.758 0.390
C 0.555 4.030 2.152 2.653 2.505 0.375
O 1.062 7.695 3.269 1.629 -1.368 -2.054
C -0.185 7.910 3.901 -0.252 0.745 -0.450
H 2.867 6.117 4.479 -0.529 0.622 -0.486
H 4.390 5.837 3.765 0.008 0.223 -0.934
H 3.189 4.585 3.859 -0.140 -0.234 -0.769
H 1.064 3.336 2.822 0.222 0.934 0.947
H 1.158 3.915 1.251 0.013 0.988 0.692
H -0.421 3.565 2.014 1.998 4.222 0.332
H -0.298 8.984 4.048 0.286 0.044 0.249
H -0.171 7.399 4.864 -0.351 -0.124 -0.138
H -1.014 7.654 3.241 0.355 -0.062 0.357
C -1.064 -1.349 -2.609 -4.731 0.870 -3.282
O -2.325 -0.773 -3.039 -2.349 -0.599 -1.091
P -3.010 -1.115 -4.481 0.355 0.899 0.817
O -2.236 -0.686 -5.698 -1.493 -0.952 2.151
O -3.338 -2.682 -4.344 0.281 0.337 -0.256
C -3.962 -3.223 -3.154 -1.096 0.520 -0.331
O -4.509 -0.402 -4.304 1.876 0.206 0.085
C -4.567 1.064 -4.315 0.507 -0.081 -0.300
H -1.160 -2.203 -1.939 -1.364 2.853 -3.587
H -0.425 -0.623 -2.104 -3.617 -0.389 -0.510
H -0.431 -1.463 -3.488 -3.974 -1.393 -0.725
H -3.660 -4.243 -2.914 0.219 0.963 -0.763
H -5.034 -3.236 -3.354 -0.171 -0.012 0.029
H -3.818 -2.618 -2.259 0.279 -0.010 -0.898
H -3.630 1.532 -4.616 0.241 -0.420 -0.561
H -4.696 1.549 -3.347 -0.607 -0.815 0.281
H -5.341 1.368 -5.021 -0.008 -0.157 0.131
C -2.149 2.272 4.087 -0.247 -0.183 1.227
O -2.981 1.226 4.575 -0.284 -1.579 1.947
P -2.374 -0.065 5.399 0.212 0.261 -1.170
O -1.447 0.296 6.512 -1.061 -0.718 -1.585
O -3.696 -0.878 5.898 -0.604 0.809 -1.820
C -4.874 -0.924 4.963 -0.747 -0.123 1.663
O -1.825 -1.067 4.186 -0.728 1.592 2.475
C -0.712 -0.749 3.358 -1.067 0.168 0.750
H -1.817 2.048 3.073 -1.416 0.060 1.675
H -1.317 2.322 4.790 0.616 0.143 -0.353
H -2.659 3.231 4.174 -0.371 -0.382 -0.187
H -5.020 -1.872 4.445 0.841 -0.261 0.315
H -4.842 -0.139 4.207 -0.383 0.136 2.296
H -5.854 -0.763 5.413 0.408 0.060 1.336
H -0.347 0.272 3.472 0.181 -0.273 0.949
H -1.012 -0.703 2.311 -0.578 -0.778 1.128
H 0.052 -1.521 3.443 -1.249 1.224 1.288
C -1.825 3.528 0.797 -2.514 0.995 -2.945
O -3.191 3.528 1.248 -1.940 1.317 1.021
P -3.911 4.912 1.717 0.877 -0.895 1.607
O -3.663 6.057 0.832 -3.399 -2.154 2.721
O -5.446 4.602 2.016 0.762 -0.070 -0.505
C -6.460 5.560 1.693 -1.595 -0.658 -0.611
O -3.407 5.083 3.270 0.194 1.024 -0.424
C -2.168 5.786 3.670 -1.104 -1.321 -0.561
H -1.337 4.497 0.905 -0.914 0.021 0.412
H -1.897 3.292 -0.265 0.047 0.780 0.071
H -1.277 2.700 1.248 -3.518 2.408 -1.720
H -6.833 6.128 2.545 0.739 0.094 0.193
H -7.323 4.972 1.383 -0.041 -0.348 0.183
H -6.334 6.186 0.810 1.050 0.131 0.294
H -1.627 5.099 4.321 0.303 -0.286 -0.506
H -2.297 6.641 4.333 -1.074 0.121 -0.494
H -1.624 6.037 2.759 -0.135 -0.137 0.480
C -1.451 5.538 -4.906 -0.745 0.349 -0.613
O -1.255 6.481 -3.842 -0.511 -0.627 1.964
P -1.436 5.952 -2.312 0.646 1.160 1.223
O -2.388 4.830 -2.054 -0.050 2.475 -0.311
O -1.680 7.334 -1.455 0.855 -0.894 -3.404
C -2.131 7.169 -0.149 1.503 -0.117 1.082
O 0.106 5.497 -1.943 -2.281 1.876 -0.958
C 0.487 4.895 -0.727 -1.431 8.822 -5.011
H -1.973 6.068 -5.703 0.625 0.370 -0.226
H -2.200 4.774 -4.700 0.331 -0.117 0.582
H -0.489 5.123 -5.209 -0.262 0.013 -0.063
H -1.398 7.511 0.582 0.316 0.621 -0.270
H -2.209 6.108 0.086 0.686 0.872 -1.014
H -3.086 7.640 0.086 0.557 0.324 -1.075
H -0.183 4.402 -0.022 -2.842 3.467 -0.334
H 1.000 5.622 -0.098 0.092 -0.304 0.506
H 1.217 4.109 -0.921 2.243 4.949 -3.997
C -3.834 -6.569 -3.795 0.728 0.784 0.937
O -2.389 -6.409 -4.005 0.533 0.417 0.590
P -1.257 -5.966 -2.890 -2.829 -2.903 -1.546
O 0.021 -5.425 -3.385 -7.731 -4.357 -4.309
O -1.178 -7.306 -1.946 -1.360 1.803 -1.562
C -1.384 -8.665 -2.431 0.754 0.353 0.255
O -2.104 -4.946 -1.959 2.696 -1.346 -1.782
C -1.466 -4.008 -1.153 -16.639 -0.702 3.791
H -4.379 -6.442 -4.730 0.499 0.018 -0.074
H -4.105 -5.765 -3.110 -0.508 -0.470 -0.218
H -4.120 -7.508 -3.321 0.466 -0.224 -0.135
H -1.778 -8.740 -3.444 -0.325 0.443 0.141
H -2.017 -9.155 -1.692 0.147 -0.012 -0.186
H -0.382 -9.095 -2.462 -0.207 -0.333 0.297
H -1.832 -4.201 -0.145 -0.265 -0.178 0.098
H -1.825 -3.021 -1.445 -6.228 -1.444 -0.222
H -0.384 -4.089 -1.050 6.447 -7.202 2.053
C -1.456 -3.683 5.778 -0.701 0.413 -0.107
O -0.714 -3.214 4.652 1.358 -2.030 -1.079
P 0.284 -4.163 3.800 0.599 -1.254 3.655
O 1.542 -4.487 4.559 -1.318 0.746 -1.608
O -0.546 -5.544 3.503 0.753 1.670 -0.467
C 0.164 -6.506 2.682 0.400 -1.298 0.602
O 0.424 -3.352 2.451 -0.475 1.356 6.250
C 1.322 -2.257 2.326 -0.319 -0.521 -0.855
H -1.447 -4.763 5.924 0.108 0.008 -0.323
H -2.450 -3.318 5.522 -0.254 -0.344 0.530
H -1.138 -3.207 6.706 0.279 0.141 -0.205
H 0.079 -7.539 3.017 -0.683 0.159 0.697
H 1.247 -6.392 2.631 -0.269 0.804 0.677
H -0.186 -6.434 1.652 -0.660 -0.552 2.374
H 1.923 -2.503 1.451 -1.793 -0.104 2.157
H 2.073 -2.166 3.111 -3.461 -1.152 1.329
H 0.809 -1.310 2.160 0.764 -1.004 -0.046
C 3.749 -2.227 2.139 2.292 -0.476 -0.094
O 4.745 -1.389 1.556 0.651 1.711 0.066
P 4.748 0.224 1.690 0.954 -0.279 -1.880
O 6.041 0.850 1.240 -2.262 -1.207 0.658
O 3.410 0.664 0.830 2.756 0.424 2.539
C 3.492 0.616 -0.594 -1.620 -0.449 1.609
O 4.419 0.499 3.240 -1.029 -0.167 -1.361
C 5.402 0.051 4.136 1.431 -0.299 1.335
H 2.982 -1.797 2.783 3.984 1.778 -0.677
H 4.290 -2.998 2.688 -0.025 -0.061 0.341
H 3.188 -2.719 1.344 1.981 0.161 0.221
H 3.222 -0.344 -1.032 0.078 0.601 1.668
H 4.435 0.922 -1.048 0.308 -2.427 3.647
H 2.732 1.335 -0.898 0.667 -1.380 0.947
H 5.963 0.912 4.501 -0.173 0.036 0.179
H 6.167 -0.643 3.786 -0.137 0.106 -1.047
H 5.008 -0.534 4.966 -0.754 0.490 0.065
C 3.497 -7.419 0.838 -1.459 -0.239 0.043
O 2.289 -6.611 0.923 -1.309 0.191 -0.970
P 0.996 -6.816 -0.061 1.416 -0.625 -2.543
O 0.420 -8.185 -0.256 1.032 1.682 1.771
O -0.056 -5.623 0.366 1.305 -2.061 -2.911
C 0.438 -4.268 0.517 2.487 -3.017 -1.106
O 1.658 -6.339 -1.517 -0.862 -2.811 3.237
C 1.525 -7.169 -2.691 0.337 -1.479 0.355
H 3.185 -8.346 0.355 0.600 -0.046 -0.380
H 3.742 -7.690 1.865 0.246 0.319 -0.058
H 4.277 -6.849 0.333 -0.114 -0.230 0.008
H 1.460 -4.286 0.896 -0.871 -0.868 0.266
H -0.158 -3.653 1.192 -1.055 -1.524 -2.467
H 0.573 -3.867 -0.487 3.512 -3.300 3.913
H 0.481 -7.333 -2.957 1.363 -0.961 0.494
H 2.114 -8.063 -2.485 -0.236 -0.198 -0.321
H 1.876 -6.656 -3.587 0.586 -0.040 0.410
C 2.837 3.428 -0.762 1.677 0.349 0.553
O 4.107 2.794 -0.946 0.778 2.247 -1.051
P 4.378 1.916 -2.308 1.078 3.507 -0.966
O 3.344 0.952 -2.658 -0.943 3.808 -3.255
O 4.519 3.056 -3.405 1.877 -1.017 0.354
C 3.463 3.776 -3.949 0.376 1.674 -0.350
O 5.887 1.327 -2.088 -1.222 0.956 -1.158
C 6.668 0.849 -3.213 0.127 -0.009 -0.176
H 2.353 3.237 0.195 1.598 -1.417 0.213
H 2.089 3.153 -1.506 1.141 -0.224 -0.628
H 2.872 4.508 -0.620 1.077 0.165 -1.013
H 3.708 4.045 -4.977 -0.158 -0.393 -0.119
H 3.332 4.728 -3.434 0.329 0.287 0.313
H 2.470 3.354 -3.802 3.531 -0.036 -0.274
H 7.234 -0.020 -2.875 0.169 0.366 0.332
H 7.305 1.657 -3.573 0.111 -0.090 0.228
H 6.120 0.468 -4.074 -0.659 0.299 0.203
C 1.471 -4.463 -2.561 3.695 3.448 2.859
O 1.328 -3.695 -3.730 0.710 3.370 -1.027
P 1.904 -2.188 -3.902 0.714 -1.415 1.110
O 2.044 -1.761 -5.303 -0.200 -0.001 0.978
O 0.828 -1.358 -2.974 10.151 -2.499 -1.811
C 0.898 0.018 -2.941 2.789 2.358 -1.982
O 3.274 -2.234 -3.019 -2.112 -1.289 -0.504
C 4.111 -1.130 -2.905 2.188 -0.411 -1.386
H 1.876 -3.905 -1.717 1.067 0.255 -0.921
H 2.130 -5.304 -2.775 -0.313 2.109 -0.533
H 0.510 -4.796 -2.169 2.386 1.595 0.925
H 1.179 0.416 -1.965 0.317 -1.557 -2.174
H -0.055 0.487 -3.188 2.059 -1.367 -1.190
H 1.669 0.453 -3.576 -0.366 -0.665 -0.420
H 4.007 -0.537 -1.996 0.624 -2.308 -1.432
H 3.961 -0.454 -3.747 0.100 -0.652 -0.085
H 5.144 -1.466 -2.987 0.178 -0.486 0.124

Entry 2:
12
Properties=species:S:1:pos:R:3:forces:R:3 method="wB97M-V/def2-TZVPD" relative_energy_kj_mol=276.4 smiles="C/C=N/O.O=NCl"
C 1.773 -0.951 -0.202 0.342 -0.871 2.810
C 1.079 0.385 -0.355 -1.266 0.132 -0.477
N 0.291 0.708 0.597 -0.296 -0.203 0.929
O -0.536 1.783 0.312 0.121 2.010 -0.523
H 0.992 -1.796 0.051 1.725 1.642 -0.754
H 2.492 -0.883 0.695 -1.428 -0.074 -0.728
H 2.531 -1.243 -0.912 -0.566 0.035 -1.043
H 1.049 0.959 -1.309 0.227 -0.370 0.634
H -1.171 2.152 1.013 2.088 -1.888 -0.588
O -2.503 0.744 -0.262 -1.722 -2.257 0.370
N -2.870 -0.330 -0.495 0.733 1.881 -1.595
Cl -3.127 -1.527 0.867 0.042 -0.037 0.966

Entry 3:
3
Properties=species:S:1:pos:R:3:forces:R:3 method="wB97M-V/def2-TZVPD" relative_energy_kj_mol=0.1 smiles=O
O 0.178 0.098 -0.340 -0.116 -0.070 0.227
H -0.456 0.616 0.168 0.079 -0.005 -0.112
H 0.278 -0.713 0.172 0.037 0.076 -0.116

| no. | gap between HOMO and LUMO (eV) | HOMO (eV) |
| --- | --- | --- |
| 1 | 4.335 | -4.1046 |
| 2 | 8.941 | -9.6779 |
| 3 | 12.717 | -11.6302 |